[1]
This record from the Open Molecules 2025 dataset describes a cluster of 2 separate species, CH4N2O in total at a distorted geometry. The level of theory is ωB97M-V/def2-TZVPD.

Each line ends with the natural charge from an NBO analysis.
CARTESIAN COORDINATES (ANGSTROEM)
O -0.5938 0.4043 -0.5272  -0.521
N -1.5991 0.3633 1.5572  -0.777
N 1.7342 -0.4642 -0.9112  -1.061
C -1.1653 0.4714 0.4634  0.855
H 1.3116 0.1643 -1.5232  0.352
H 1.4634 -0.1607 0.1216  0.361
H 1.2940 -1.3010 -1.2643  0.355
H -2.4450 0.5224 2.0836  0.436

The calculation puts the HOMO energy at -9.341 eV. Its SMILES is N=C=O.N. The strongest force on any atom comes out at 0.071 hartree/bohr. Its energy above the lowest of the compared OMol25 structures with the same formula, charge and spin is 1.692 eV. The LUMO energy is 0.0216 Eh. The spin multiplicity is 1.

---

[2]
This record from the Open Molecules 2025 dataset describes a structure of composition C23H13BaCl6N3O14 at a distorted geometry. The level of theory is ωB97M-V/def2-TZVPD.

Each line ends with the Löwdin charge.
CARTESIAN COORDINATES (ANGSTROEM)
Ba -0.3606 -1.3838 -1.0476  2.149
Cl 0.6922 -4.0266 -5.3440  0.631
Cl 4.0151 -1.1180 3.8959  0.478
Cl -1.4296 -5.6869 -4.3282  0.629
Cl 3.2110 -1.9339 1.1323  0.633
Cl -2.0500 -3.5813 -6.2266  0.585
Cl -1.7213 3.6083 4.0313  0.782
O -0.1298 4.0949 -0.7555  0.091
O -2.4844 -0.3894 -0.5875  -0.265
O -4.7028 2.9505 3.4041  0.054
O -4.3255 0.8644 -0.3796  0.048
O 0.0348 -4.1371 3.5683  0.030
O 0.9491 -0.8344 -2.9750  -0.302
O 1.3772 -6.4736 -0.3838  0.030
O 0.7164 -6.8118 2.4844  0.048
O -0.1073 -2.2604 1.2588  -0.305
O -0.4535 -1.0726 -4.7265  -0.032
O -5.3306 2.1059 1.4488  0.094
O 0.8442 -3.6133 -1.0804  -0.240
O -1.0499 1.2677 -2.7746  -0.140
O 1.1016 2.3166 -1.3238  0.130
N -1.1397 1.3948 0.9327  0.182
N -0.8048 2.2130 1.9659  -0.061
N -1.5614 -3.0040 -2.6546  0.065
C -3.1711 0.5161 -0.0918  -0.595
C -0.1184 1.0874 -3.8585  -0.107
C 0.0791 2.9243 -1.4140  -0.499
C 0.6400 -5.7683 1.8448  -0.281
C 0.6767 -4.1785 0.0440  -0.385
C -1.0068 -4.0654 -4.8625  -1.581
C 0.9521 -5.5923 0.3653  -0.306
C 2.8550 2.0163 1.6976  -0.068
C -1.2347 -3.1363 -3.7431  -0.405
C -2.4625 1.3318 0.9634  -0.116
C 4.3970 -2.0509 2.4151  -1.008
C 0.2130 -3.4982 1.2315  -0.400
C 0.9233 3.8812 2.3725  -0.077
C 0.2475 -4.4052 2.3839  -0.319
C -1.8915 2.6311 2.6310  -0.558
C 2.2622 4.2443 2.3546  -0.093
C -4.4172 2.4123 2.3632  -0.518
C 1.5250 1.6296 1.7343  0.000
C 3.2323 3.3144 2.0115  -0.088
C 0.5737 2.5760 2.0651  -0.202
C 0.1797 -0.4125 -3.8977  -0.695
C -1.1232 2.5535 -2.2712  -0.133
C -3.0067 2.1109 2.0036  -0.047
H -4.9041 1.6705 0.6243  0.017
H 5.3604 -1.6964 2.0512  0.017
H 0.8105 1.6284 -3.6548  0.121
H -1.2181 3.3142 -3.0636  0.144
H 2.5379 5.2620 2.5967  0.098
H 4.4610 -3.0967 2.7176  0.027
H 0.1595 4.6134 2.5947  0.079
H 0.6683 4.1899 -0.1987  0.107
H 3.5893 1.2826 1.4202  0.090
H 1.2341 0.6100 1.5047  0.108
H -2.0187 2.6245 -1.6479  0.136
H -0.5694 1.3892 -4.8088  0.125
H 4.2741 3.5981 1.9870  0.096

The calculation puts the HOMO energy at -1.533 eV. The strongest force on any atom comes out at 0.040 hartree/bohr. The net charge is -2. Its energy above the lowest of the compared OMol25 structures with the same formula, charge and spin is 2.475 eV. The LUMO energy is 0.1341 Eh. The spin multiplicity is 1.

---

[3]
This record from the Open Molecules 2025 dataset describes a cluster of 6 separate species, C18H52N4O6 in total at a distorted geometry. The level of theory is ωB97M-V/def2-TZVPD.

Each line ends with the Löwdin charge.
CARTESIAN COORDINATES (ANGSTROEM)
O -3.6359 1.1758 3.1328  -0.177
O 3.8879 -0.8741 -4.0997  -0.173
O -0.4803 0.0202 0.1704  -0.061
O 0.5786 -3.5013 1.0285  -0.197
O 0.7369 2.6705 -3.3670  -0.185
O 2.5748 1.4505 1.2157  -0.106
N 2.5383 -0.8191 -0.7062  0.068
N -0.3250 0.3944 -6.0976  0.034
N 1.7998 -2.7267 3.4821  0.052
N -6.2800 3.6235 3.4391  0.025
C -2.6005 1.0290 2.1881  -0.124
C 0.2572 1.5927 -5.4840  -0.441
C 3.2897 -1.3349 -5.2813  -0.108
C -0.2487 -3.3717 4.6698  -0.069
C -0.2538 -3.4087 2.1597  -0.232
C -6.5243 1.2418 4.1681  -0.066
C -0.5913 2.7888 -5.8455  -0.069
C 1.3176 0.7591 3.1732  -0.083
C -0.1609 -3.5436 -0.1742  -0.108
C 3.3654 -0.3567 -1.8443  -0.428
C 4.8105 -0.1162 -1.4236  -0.055
C -4.6670 2.0071 2.6496  -0.237
C 0.4232 1.4342 -3.9719  -0.215
C 0.7595 2.5674 -1.9540  -0.095
C -5.5820 2.3786 3.7901  -0.445
C 0.5714 -3.5939 3.4079  -0.418
C 3.3081 -1.3962 -2.9296  -0.234
C 2.6704 0.7585 2.4846  -0.277
H 1.1705 1.5927 -1.6749  0.052
H -7.1623 1.4801 5.0204  0.071
H 3.8904 -2.2790 -2.6142  0.133
H 0.9476 -4.6199 3.3936  0.135
H -6.8543 3.9637 4.2021  0.067
H -0.8159 -2.4596 2.1442  0.125
H -0.6233 -4.5313 -0.2911  0.090
H 0.2936 -3.7757 5.5243  0.075
H -2.0378 0.1217 2.4086  0.068
H 2.8765 2.3408 1.4150  0.093
H -0.4947 0.9922 -3.5526  0.133
H 3.4326 1.2330 3.1033  0.117
H 2.9694 0.5867 -2.2193  0.120
H 0.0534 -0.4021 -0.5142  0.014
H -0.7215 2.9014 -6.9216  0.079
H -5.9571 0.3371 4.3934  0.078
H -1.0247 -4.1982 2.1533  0.132
H 2.9951 -1.6592 -0.3512  0.081
H 0.9521 1.7892 3.2343  0.083
H -0.2395 2.6776 -1.5275  0.092
H 3.2892 -2.4343 -5.3424  0.092
H -6.9530 3.4037 2.7055  0.071
H -1.5895 2.7964 -5.3942  0.085
H 3.8474 -0.9719 -6.1413  0.091
H 0.0128 -0.4846 -5.7275  0.050
H 2.2448 -1.0081 -5.3708  0.066
H 5.4311 0.3111 -2.2101  0.081
H -7.2028 1.0532 3.3287  0.077
H 2.6959 -0.1172 0.0177  0.025
H -4.2702 2.9284 2.2019  0.125
H -2.9239 0.9554 1.1476  0.085
H 2.9834 -0.2746 2.3228  0.093
H 1.2962 0.3915 4.1996  0.082
H -1.3308 0.4126 -5.9776  0.068
H 4.8510 0.5882 -0.5800  0.071
H 2.5141 -3.3252 3.0589  0.068
H 1.2633 1.7340 -5.8918  0.138
H -0.1211 3.7004 -5.4689  0.077
H -0.3418 -2.2982 4.8497  0.073
H 0.1635 0.2636 0.8406  -0.009
H 1.4312 3.3433 -1.5891  0.090
H 0.5833 0.1619 2.6331  0.043
H -1.2456 -3.8109 4.6273  0.076
H -0.9354 -2.7727 -0.1859  0.081
H 0.5395 -3.3697 -0.9874  0.077
H 5.2873 -1.0085 -1.0030  0.083
H -5.2076 1.4915 1.8378  0.132
H 2.2801 -1.7679 -3.0423  0.122
H 1.2551 0.7349 -3.7863  0.107
H -1.8947 1.8683 2.2681  0.090
H -4.9343 2.6178 4.6393  0.142
H 1.7920 -2.0523 2.7136  0.034

The calculation puts the HOMO energy at -9.213 eV. Its SMILES is COC[C@H](C)N.COC[C@H](C)N.COC[C@H](C)N.COC[C@H](C)N.CCO.O. The strongest force on any atom comes out at 0.028 hartree/bohr. Its energy above the lowest of the compared OMol25 structures with the same formula, charge and spin is 0.000 eV. The LUMO energy is 0.0177 Eh. The spin multiplicity is 1.

---

[4]
This record from the Open Molecules 2025 dataset describes an isolated molecule of C4H9NS at a distorted geometry. The level of theory is ωB97M-V/def2-TZVPD.

Each line ends with the natural charge from an NBO analysis.
CARTESIAN COORDINATES (ANGSTROEM)
S -0.4854 -0.4960 -2.0679  -0.076
N 1.8168 -0.5882 0.0109  -0.859
C -1.6867 0.8159 0.1496  -0.449
C -0.4421 0.2579 -0.3715  -0.162
C 0.9910 0.6831 0.1862  -0.227
C -1.1159 -0.5363 0.7574  -0.443
H 1.1754 1.3911 -0.6699  0.196
H 0.5019 -1.3638 -1.4604  0.184
H -0.6698 -0.6449 1.7242  0.215
H -2.5718 0.4541 -0.5716  0.239
H 2.2865 -0.5584 -0.8446  0.356
H 0.9932 1.0178 1.1434  0.203
H -1.7277 -1.4248 0.4332  0.213
H 2.7533 -0.6966 0.6401  0.370
H -1.8188 1.6891 0.9409  0.240

The calculation puts the HOMO energy at -8.665 eV. Its SMILES is NCC1(S)CC1. The strongest force on any atom comes out at 0.137 hartree/bohr. Its energy above the lowest of the compared OMol25 structures with the same formula, charge and spin is 3.243 eV. The LUMO energy is 0.0333 Eh. The spin multiplicity is 1.

---

[5]
This record from the Open Molecules 2025 dataset describes an isolated molecule of C4H3FO at a distorted geometry. The level of theory is ωB97M-V/def2-TZVPD.

Each line ends with the natural charge from an NBO analysis.
CARTESIAN COORDINATES (ANGSTROEM)
F -0.6045 -0.1123 2.2539  -0.271
O 0.7525 -0.1412 -2.1134  -0.534
C -0.1909 -0.0544 1.0197  0.554
C 0.4705 -0.0906 -0.9495  0.540
C 1.1583 -0.4000 0.2881  -0.394
C -0.8641 0.3318 -0.2473  -0.587
H 2.1274 -0.6922 0.6279  0.234
H -1.7519 -0.2333 -0.5288  0.228
H -1.0971 1.3922 -0.3507  0.231

The calculation puts the HOMO energy at -9.653 eV. Its SMILES is O=C1C=C(F)C1. The strongest force on any atom comes out at 0.139 hartree/bohr. Its energy above the lowest of the compared OMol25 structures with the same formula, charge and spin is 1.507 eV. The LUMO energy is 0.0031 Eh. The spin multiplicity is 1.

---

[6]
This record from the Open Molecules 2025 dataset describes an isolated molecule of C6H8N2O2S at a distorted geometry. The level of theory is ωB97M-V/def2-TZVPD.

Each line ends with the natural charge from an NBO analysis.
CARTESIAN COORDINATES (ANGSTROEM)
S 1.3161 -1.4444 1.9935  0.270
O -2.2294 1.0645 -2.2614  -0.551
O -2.4604 0.0738 -0.1811  -0.606
N 1.7595 0.4056 0.0715  -0.510
N 3.6438 -0.2171 1.4449  -0.859
C 0.4787 -0.0531 -0.0581  0.083
C -0.0189 -1.0748 0.7507  -0.398
C -3.6625 1.4647 -2.3852  -0.324
C 2.2447 -0.1185 1.2192  0.268
C -0.2041 0.5855 -1.1149  -0.542
C -1.7322 0.5016 -1.1308  0.799
H 3.9002 -0.5126 2.4624  0.409
H -4.4138 0.4944 -2.1244  0.229
H -3.2751 1.6371 -3.6293  0.237
H -0.0409 1.6388 -0.6093  0.280
H 0.3747 0.7546 -2.1674  0.274
H -4.0696 2.5026 -1.7997  0.223
H -0.8546 -1.9647 0.4845  0.283
H 4.3836 0.3011 0.7279  0.434

The calculation puts the HOMO energy at -7.846 eV. Its SMILES is COC(=O)Cc1csc(N)n1. The strongest force on any atom comes out at 0.097 hartree/bohr. Its energy above the lowest of the compared OMol25 structures with the same formula, charge and spin is 5.411 eV. The LUMO energy is 0.0207 Eh. The spin multiplicity is 1.

---

[7]
This record from the Open Molecules 2025 dataset describes the ion C6H13N4 with charge +1 at a distorted geometry. The level of theory is ωB97M-V/def2-TZVPD.

Each line ends with the natural charge from an NBO analysis.
CARTESIAN COORDINATES (ANGSTROEM)
N 0.2758 0.8022 -1.7446  -0.415
N -0.6605 -0.2389 1.1762  -0.537
N -0.5877 3.6218 0.4785  -0.757
N -0.1349 1.9750 -1.3376  -0.137
C -0.4864 -1.7149 1.1788  -0.217
C 0.9813 -0.0661 -0.6235  -0.130
C -0.4931 -2.2002 -0.2597  -0.411
C 0.7178 -1.5972 -1.0461  -0.408
C -0.3003 2.5912 -0.2827  0.536
C 0.6394 0.3877 0.7281  -0.411
H -0.6872 0.2872 2.1077  0.455
H 1.3039 0.2369 1.5083  0.206
H -1.3955 -1.8496 -0.6382  0.195
H 1.5796 -2.1927 -0.6924  0.225
H -0.5357 -3.2931 -0.2006  0.246
H -1.4739 3.7149 0.7480  0.409
H 0.5829 -1.5431 -2.1902  0.234
H 0.4935 -1.8558 1.4388  0.208
H 2.0353 0.1189 -0.8461  0.232
H -1.4933 -0.0699 0.6268  0.417
H 0.6325 0.8654 -2.6777  0.409
H -1.1570 -2.1943 1.7905  0.219
H 0.1633 4.2146 0.7578  0.433

The calculation puts the HOMO energy at -11.390 eV. The strongest force on any atom comes out at 0.090 hartree/bohr. The net charge is +1. Its energy above the lowest of the compared OMol25 structures with the same formula, charge and spin is 4.883 eV. The LUMO energy is -0.1087 Eh. The spin multiplicity is 1.

---

> The highest strongest force on any atom belongs to which entry?

C4H3FO